Record 1
# C4H12

A cluster of 2 separate species, C4H12 in total (ωB97M-V/def2-TZVPD, the OMol25 dataset).

Output
* ΔE to the lowest compared entry with this formula, charge and spin: 1.484 eV
* F_max: 4.3 eV Å⁻¹
* SMILES: CC.CC
* Kohn-Sham gap: 0.4473 Eh
* multiplicity: 1
* highest occupied orbital energy: -11.1 eV

Bonds (Å) are listed after each position.
Positions of all 16 atoms, in Å:
1 C -0.200 -0.969 -2.464  C2 1.583, H3 1.084, H4 1.151, H5 1.107
2 C 0.518 -0.848 -1.059  C1 1.583, H6 1.142, H7 1.156, H8 1.092
3 H 0.262 -0.331 -3.209  C1 1.084
4 H -0.204 -2.071 -2.797  C1 1.151
5 H -1.276 -0.863 -2.225  C1 1.107
6 H 1.625 -1.109 -0.958  C2 1.142
7 H 0.349 0.242 -0.715  C2 1.156
8 H 0.148 -1.644 -0.409  C2 1.092
9 C 0.439 0.674 2.086  C10 1.501, H11 1.157, H12 1.195, H13 1.118
10 C -0.805 1.164 1.403  C9 1.501, H14 1.066, H15 1.098, H16 1.027
11 H 0.698 0.877 3.196  C9 1.157
12 H 0.745 -0.471 1.930  C9 1.195
13 H 1.324 1.319 1.861  C9 1.118
14 H -1.690 1.195 1.996  C10 1.066
15 H -1.135 0.641 0.496  C10 1.098
16 H -0.554 2.092 1.040  C10 1.027

Atomic partial charges in e from the Mulliken method, atoms 1 to 5: -0.890 -0.713 0.309 0.268 0.264


Record 2
# C4H12

A cluster of 2 separate species, C4H12 in total (ωB97M-V/def2-TZVPD, the OMol25 dataset).

Output
* ΔE to the lowest compared entry with this formula, charge and spin: 0.832 eV
* F_max: 3.6 eV Å⁻¹
* SMILES: CC.CC
* Kohn-Sham gap: 0.4537 Eh
* multiplicity: 1
* highest occupied orbital energy: -11.2 eV

Bonds (Å) are listed after each position.
Positions of all 16 atoms, in Å:
1 C -1.898 -1.559 0.815  C2 1.509, H3 1.139, H4 1.072, H5 1.131
2 C -0.552 -2.019 0.313  C1 1.509, H6 1.117, H7 1.114, H8 1.027
3 H -2.624 -1.743 -0.044  C1 1.139
4 H -2.277 -1.881 1.765  C1 1.072
5 H -1.942 -0.430 0.829  C1 1.131
6 H 0.202 -1.611 1.030  C2 1.117
7 H -0.447 -1.551 -0.692  C2 1.114
8 H -0.312 -3.017 0.277  C2 1.027
9 C 1.117 1.066 -0.877  C10 1.554, H11 1.106, H12 1.132, H13 1.137
10 C 1.258 2.431 -0.148  C9 1.554, H14 1.085, H15 1.050, H16 1.112
11 H 2.112 0.795 -1.279  C9 1.106
12 H 0.804 0.261 -0.146  C9 1.132
13 H 0.638 1.041 -1.908  C9 1.137
14 H 2.027 2.979 -0.682  C10 1.085
15 H 1.606 2.270 0.830  C10 1.050
16 H 0.287 2.968 -0.084  C10 1.112

Atomic partial charges in e from the Mulliken method, atoms 1 to 5: -0.781 -0.795 0.240 0.341 0.213


Record 3
# C4H12

A cluster of 2 separate species, C4H12 in total (ωB97M-V/def2-TZVPD, the OMol25 dataset).

Output
* ΔE to the lowest compared entry with this formula, charge and spin: 0.136 eV
* F_max: 1.2 eV Å⁻¹
* SMILES: CC.CC
* Kohn-Sham gap: 0.4704 Eh
* multiplicity: 1
* highest occupied orbital energy: -11.7 eV

Bonds (Å) are listed after each position.
Positions of all 16 atoms, in Å:
1 C 1.882 1.080 1.385  C2 1.520, H3 1.095, H4 1.098, H5 1.097
2 C 0.912 1.881 0.532  C1 1.520, H6 1.088, H7 1.089, H8 1.096
3 H 2.678 1.662 1.862  C1 1.095
4 H 1.301 0.547 2.148  C1 1.098
5 H 2.375 0.304 0.788  C1 1.097
6 H 0.325 2.625 1.067  C2 1.088
7 H 1.404 2.321 -0.334  C2 1.089
8 H 0.249 1.190 -0.001  C2 1.096
9 C -0.725 -1.704 -0.778  C10 1.518, H11 1.090, H12 1.097, H13 1.097
10 C -2.108 -1.165 -1.095  C9 1.518, H14 1.086, H15 1.087, H16 1.093
11 H 0.030 -1.526 -1.544  C9 1.090
12 H -0.271 -1.337 0.151  C9 1.097
13 H -0.692 -2.793 -0.657  C9 1.097
14 H -2.754 -1.245 -0.224  C10 1.086
15 H -2.546 -1.728 -1.915  C10 1.087
16 H -2.059 -0.112 -1.382  C10 1.093

Atomic partial charges in e from the Mulliken method, atoms 1 to 5: -0.844 -0.538 0.318 0.244 0.261


Record 4
# C4H12

A cluster of 2 separate species, C4H12 in total (ωB97M-V/def2-TZVPD, the OMol25 dataset).

Output
* ΔE to the lowest compared entry with this formula, charge and spin: 1.898 eV
* F_max: 6.7 eV Å⁻¹
* SMILES: CC.CC
* Kohn-Sham gap: 0.4197 Eh
* multiplicity: 1
* highest occupied orbital energy: -10.3 eV

Bonds (Å) are listed after each position.
Positions of all 16 atoms, in Å:
1 C 2.341 0.905 -0.122  C2 1.575, H3 1.071, H4 1.084, H5 1.165
2 C 1.847 -0.512 -0.600  C1 1.575, H6 1.227, H7 1.074, H8 1.141
3 H 3.383 0.776 0.087  C1 1.071
4 H 1.994 1.633 -0.846  C1 1.084
5 H 1.895 1.196 0.914  C1 1.165
6 H 0.654 -0.363 -0.846  C2 1.227
7 H 2.273 -0.856 -1.524  C2 1.074
8 H 2.015 -1.280 0.227  C2 1.141
9 C -1.742 -0.746 0.038  C10 1.504, H11 0.982, H12 1.141, H13 1.161
10 C -2.373 0.492 0.612  C9 1.504, H14 1.121, H15 1.134, H16 0.999
11 H -1.897 -1.612 0.475  C9 0.982
12 H -1.821 -0.929 -1.085  C9 1.141
13 H -0.616 -0.732 0.321  C9 1.161
14 H -3.264 -0.038 1.037  C10 1.121
15 H -2.724 1.253 -0.151  C10 1.134
16 H -1.965 0.815 1.464  C10 0.999

Atomic partial charges in e from the Mulliken method, atoms 1 to 5: -0.831 -0.564 0.314 0.295 0.213


Record 5
# C4H12

A cluster of 2 separate species, C4H12 in total (ωB97M-V/def2-TZVPD, the OMol25 dataset).

Output
* ΔE to the lowest compared entry with this formula, charge and spin: 1.969 eV
* F_max: 6.9 eV Å⁻¹
* SMILES: CC.CC
* Kohn-Sham gap: 0.4475 Eh
* multiplicity: 1
* highest occupied orbital energy: -11.1 eV

Bonds (Å) are listed after each position.
Positions of all 16 atoms, in Å:
1 C -2.245 0.255 0.244  C2 1.701, H3 1.060, H4 1.057, H5 1.068
2 C -1.283 0.496 1.626  C1 1.701, H6 1.188, H7 1.136, H8 1.022
3 H -1.743 -0.171 -0.587  C1 1.060
4 H -3.030 -0.452 0.286  C1 1.057
5 H -2.561 1.222 -0.080  C1 1.068
6 H -0.142 0.187 1.505  C2 1.188
7 H -1.650 -0.074 2.538  C2 1.136
8 H -1.302 1.498 1.825  C2 1.022
9 C 1.363 -0.197 -0.207  C10 1.633, H11 1.107, H12 0.992, H13 1.114
10 C 2.039 -0.408 -1.679  C9 1.633, H14 1.093, H15 1.031, H16 1.119
11 H 1.822 0.625 0.375  C9 1.107
12 H 0.384 -0.222 -0.369  C9 0.992
13 H 1.797 -1.128 0.223  C9 1.114
14 H 2.901 0.255 -1.790  C10 1.093
15 H 1.234 -0.428 -2.321  C10 1.031
16 H 2.416 -1.458 -1.590  C10 1.119

Atomic partial charges in e from the Mulliken method, atoms 1 to 5: -0.885 -0.641 0.233 0.351 0.253


Record 6
# C4H12

A cluster of 2 separate species, C4H12 in total (ωB97M-V/def2-TZVPD, the OMol25 dataset).

Output
* ΔE to the lowest compared entry with this formula, charge and spin: 1.117 eV
* F_max: 4.5 eV Å⁻¹
* SMILES: CC.CC
* Kohn-Sham gap: 0.4526 Eh
* multiplicity: 1
* highest occupied orbital energy: -11.2 eV

Bonds (Å) are listed after each position.
Positions of all 16 atoms, in Å:
1 C -0.715 1.962 -0.354  C2 1.557, H3 1.082, H4 1.136, H5 1.032
2 C -0.899 1.236 -1.719  C1 1.557, H6 1.071, H7 1.141, H8 1.054
3 H 0.183 2.446 0.006  C1 1.082
4 H -1.298 2.934 -0.427  C1 1.136
5 H -1.165 1.420 0.400  C1 1.032
6 H -1.716 0.547 -1.647  C2 1.071
7 H 0.041 0.680 -2.049  C2 1.141
8 H -1.243 1.914 -2.449  C2 1.054
9 C 0.338 -1.662 1.579  C10 1.471, H11 1.094, H12 1.073, H13 1.053
10 C 1.336 -1.543 0.504  C9 1.471, H14 1.140, H15 1.092, H16 1.161
11 H 0.808 -1.477 2.549  C9 1.094
12 H -0.473 -1.001 1.340  C9 1.073
13 H -0.107 -2.589 1.805  C9 1.053
14 H 1.750 -2.577 0.262  C10 1.140
15 H 2.091 -0.768 0.656  C10 1.092
16 H 0.766 -1.486 -0.505  C10 1.161

Atomic partial charges in e from the Mulliken method, atoms 1 to 5: -0.932 -0.787 0.321 0.305 0.269


Record 7
# C4H12

A cluster of 2 separate species, C4H12 in total (ωB97M-V/def2-TZVPD, the OMol25 dataset).

Output
* ΔE to the lowest compared entry with this formula, charge and spin: 1.343 eV
* F_max: 3.7 eV Å⁻¹
* SMILES: CC.CC
* Kohn-Sham gap: 0.4479 Eh
* multiplicity: 1
* highest occupied orbital energy: -11.1 eV

Bonds (Å) are listed after each position.
Positions of all 16 atoms, in Å:
1 C 1.016 2.127 0.406  C2 1.512, H3 1.142, H4 1.119, H5 1.073
2 C 1.772 0.909 -0.074  C1 1.512, H6 1.138, H7 1.089, H8 1.018
3 H 0.739 2.190 1.513  C1 1.142
4 H 1.534 3.113 0.286  C1 1.119
5 H 0.159 2.266 -0.223  C1 1.073
6 H 1.915 0.236 0.833  C2 1.138
7 H 2.583 1.149 -0.760  C2 1.089
8 H 1.314 0.411 -0.835  C2 1.018
9 C -1.937 -1.119 -0.402  C10 1.505, H11 1.137, H12 1.153, H13 1.128
10 C -0.835 -1.987 0.144  C9 1.505, H14 1.112, H15 1.115, H16 1.037
11 H -2.471 -1.677 -1.237  C9 1.137
12 H -2.756 -0.651 0.260  C9 1.153
13 H -1.512 -0.283 -1.028  C9 1.128
14 H -0.129 -1.255 0.592  C10 1.112
15 H -0.211 -2.382 -0.691  C10 1.115
16 H -1.204 -2.562 0.925  C10 1.037

Atomic partial charges in e from the Mulliken method, atoms 1 to 5: -0.798 -0.792 0.259 0.304 0.249


Record 8
# C4H12

A cluster of 2 separate species, C4H12 in total (ωB97M-V/def2-TZVPD, the OMol25 dataset).

Output
* ΔE to the lowest compared entry with this formula, charge and spin: 0.234 eV
* F_max: 1.2 eV Å⁻¹
* SMILES: CC.CC
* Kohn-Sham gap: 0.4674 Eh
* multiplicity: 1
* highest occupied orbital energy: -11.6 eV

Bonds (Å) are listed after each position.
Positions of all 16 atoms, in Å:
1 C -0.467 -0.561 -1.587  C2 1.518, H3 1.088, H4 1.086, H5 1.096
2 C 0.299 -1.524 -2.476  C1 1.518, H6 1.091, H7 1.096, H8 1.091
3 H -1.503 -0.410 -1.883  C1 1.088
4 H -0.398 -0.812 -0.533  C1 1.086
5 H -0.003 0.426 -1.694  C1 1.096
6 H 0.094 -2.584 -2.322  C2 1.091
7 H 1.386 -1.444 -2.358  C2 1.096
8 H 0.166 -1.254 -3.525  C2 1.091
9 C -0.638 0.813 1.846  C10 1.522, H11 1.092, H12 1.092, H13 1.094
10 C 0.753 1.262 2.270  C9 1.522, H14 1.070, H15 1.091, H16 1.070
11 H -1.043 1.461 1.065  C9 1.092
12 H -0.529 -0.218 1.502  C9 1.092
13 H -1.465 0.760 2.561  C9 1.094
14 H 1.167 0.651 3.045  C10 1.070
15 H 0.761 2.286 2.647  C10 1.091
16 H 1.421 1.148 1.442  C10 1.070

Atomic partial charges in e from the Mulliken method, atoms 1 to 5: -0.553 -0.981 0.334 0.046 0.252


Record 9
# C4H12

A cluster of 2 separate species, C4H12 in total (ωB97M-V/def2-TZVPD, the OMol25 dataset).

Output
* ΔE to the lowest compared entry with this formula, charge and spin: 0.522 eV
* F_max: 2.1 eV Å⁻¹
* SMILES: CC.CC
* Kohn-Sham gap: 0.4691 Eh
* multiplicity: 1
* highest occupied orbital energy: -11.6 eV

Bonds (Å) are listed after each position.
Positions of all 16 atoms, in Å:
1 C 0.618 1.514 1.185  C2 1.530, H3 1.088, H4 1.082, H5 1.088
2 C 1.961 1.151 0.548  C1 1.530, H6 1.100, H7 1.090, H8 1.090
3 H -0.070 0.939 0.569  C1 1.088
4 H 0.607 1.271 2.240  C1 1.082
5 H 0.392 2.560 0.989  C1 1.088
6 H 2.124 0.088 0.778  C2 1.100
7 H 2.851 1.670 0.903  C2 1.090
8 H 1.937 1.205 -0.540  C2 1.090
9 C -1.693 -1.298 -0.150  C10 1.578, H11 1.084, H12 1.095, H13 1.083
10 C -0.822 -1.335 -1.466  C9 1.578, H14 1.086, H15 1.082, H16 1.089
11 H -1.221 -0.845 0.715  C9 1.084
12 H -2.502 -0.578 -0.313  C9 1.095
13 H -2.169 -2.269 -0.105  C9 1.083
14 H -1.053 -2.296 -1.917  C10 1.086
15 H 0.231 -1.185 -1.265  C10 1.082
16 H -1.190 -0.591 -2.171  C10 1.089

Atomic partial charges in e from the Mulliken method, atoms 1 to 5: -0.415 -0.939 -0.109 0.285 0.295


Record 10
# C4H12

A cluster of 2 separate species, C4H12 in total (ωB97M-V/def2-TZVPD, the OMol25 dataset).

Output
* ΔE to the lowest compared entry with this formula, charge and spin: 0.642 eV
* F_max: 2.9 eV Å⁻¹
* SMILES: CC.CC
* Kohn-Sham gap: 0.4627 Eh
* multiplicity: 1
* highest occupied orbital energy: -11.5 eV

Bonds (Å) are listed after each position.
Positions of all 16 atoms, in Å:
1 C 1.287 1.946 -0.485  C2 1.544, H3 1.047, H4 1.088, H5 1.108
2 C 0.027 2.745 -0.882  C1 1.544, H6 1.093, H7 1.134, H8 1.081
3 H 1.378 2.026 0.555  C1 1.047
4 H 1.332 0.932 -0.879  C1 1.088
5 H 2.223 2.377 -0.891  C1 1.108
6 H -0.257 2.594 -1.926  C2 1.093
7 H 0.185 3.867 -0.901  C2 1.134
8 H -0.801 2.447 -0.254  C2 1.081
9 C 0.089 -2.341 0.808  C10 1.554, H11 1.140, H12 1.111, H13 1.068
10 C -1.448 -2.465 0.617  C9 1.554, H14 1.074, H15 1.072, H16 1.075
11 H 0.215 -1.342 1.341  C9 1.140
12 H 0.750 -3.053 1.345  C9 1.111
13 H 0.661 -2.187 -0.081  C9 1.068
14 H -1.655 -3.294 -0.034  C10 1.074
15 H -1.958 -1.643 0.155  C10 1.072
16 H -2.027 -2.610 1.511  C10 1.075

Atomic partial charges in e from the Mulliken method, atoms 1 to 5: -0.785 -0.821 0.274 0.223 0.308